Entry 1:
ORCA calculation (the ωB97M-V functional and the def2-TZVPD basis) on a cluster of 11 separate species, C36H65N5O6S4 in total.

```
! RIJCOSX wB97M-V def2-TZVPD def2/J DEFGRID3
* xyz 0 1
H -1.14958 -2.82259 6.80850
O -1.47443 0.38923 -4.07380
C -4.25122 -0.86417 -2.52049
O 3.64642 -0.74572 6.53604
H 0.85725 1.16795 2.67336
H 2.38505 -4.51622 -1.64482
H -1.10716 4.39680 0.50301
H 0.20245 -5.71339 1.57178
H -2.00936 -0.66197 0.01714
C 1.38428 -2.66145 5.73803
H 4.16598 1.34424 4.55321
S 4.96869 -0.04432 6.31206
H 1.41088 5.40251 2.64702
C 1.16183 4.29621 -3.48689
H -1.13730 4.73194 3.41237
H -2.55458 5.61718 -1.22694
H 4.55224 1.28211 8.14347
S -0.71328 0.08009 -5.32992
H -3.34253 -4.44663 -1.69937
H -0.30817 2.12508 -0.28525
C 3.21082 -2.96479 -2.94313
H -0.47907 -5.17557 -2.78138
H -1.31973 2.29430 3.27335
H 2.62482 3.27269 1.94465
S 0.08080 -1.82892 5.00272
H 2.27275 -2.48189 -0.32411
H -5.30385 -1.10162 -2.40511
C -0.30443 -3.68544 -1.06516
N -0.49323 -0.47125 -1.52665
N 0.34767 4.65096 -4.54851
H 3.50659 -3.53044 -3.82643
H -5.03248 -3.61015 -1.43565
S -3.28411 -2.38896 -2.78643
C -3.78247 0.25825 2.35019
C 0.96506 0.53897 -5.09318
H 3.82197 -3.19240 0.36883
H 4.69662 -0.29404 3.99748
H 2.11318 -2.76070 -3.15902
H -5.03644 2.72956 3.53927
H 1.41705 -0.19731 -2.46581
H 2.32893 -2.15335 5.48453
O 4.13959 -1.72918 -1.06583
N -0.05246 -3.94761 0.25300
H 0.11653 -3.25572 0.96469
N -1.40227 3.99933 -0.34472
H -0.15410 -7.04591 -0.75969
H 4.13421 -4.43746 -1.66571
O -3.78830 -2.88219 -4.09322
H 3.87759 1.99747 6.67187
H 5.82839 1.15928 4.19780
C 4.96945 0.61891 4.55440
C -3.91498 -3.55420 -1.47622
C 0.73757 2.22195 2.63384
C 1.00514 4.43130 2.90977
H 5.71662 2.04570 7.05072
C -0.27549 4.13547 3.24902
N -0.41115 2.75152 3.16917
C -4.40391 2.51858 2.71528
H 1.40453 -0.13946 -4.34629
H 1.21989 -2.64085 6.85100
H -1.39468 1.89328 -2.88148
H 0.95657 1.58678 -4.69305
H -0.42118 -2.66684 -1.40866
C -4.39583 0.74445 1.02140
H -5.21726 2.67753 0.66353
H -6.18056 1.70047 1.77484
H 3.26577 5.41014 -5.80347
C 0.06667 -5.29543 0.51739
C 1.67081 3.22659 2.45809
C -0.95386 -0.52772 -0.24633
H -3.78902 3.36025 2.53567
H 1.25403 -3.64868 5.26277
H -2.82612 -0.21923 2.15554
H -2.19033 -2.31855 5.42269
H 0.10642 -0.77011 1.60070
C 1.29632 -0.49619 -0.25029
C -2.27841 3.87343 -2.37226
H -3.56140 1.09307 0.41686
C -5.15885 1.96018 1.46505
O 0.07781 -2.27458 3.58489
H 5.11526 -1.97103 -2.92757
C -0.38227 -1.73502 -5.25773
C -0.14379 -5.91258 -0.69055
H -3.69676 -3.30159 -0.46256
H -0.64650 4.71924 -4.47170
C -1.51983 2.72581 -2.15719
C 0.85145 -0.32220 -1.54847
C 2.44442 5.05506 -5.21087
H -2.93519 4.11805 -3.17277
H 3.28303 4.31980 -3.20929
H 2.34028 -0.51781 0.00572
C 0.15517 -0.63957 0.57901
H 0.72894 5.43971 -6.53051
C -0.40154 -4.93013 -1.70091
O -3.48994 1.45645 3.01776
C 1.10777 5.14036 -5.56678
H 0.08478 -2.02315 -4.26864
C 2.43670 4.55801 -3.84850
H -3.97474 -0.40224 -1.58766
C 4.12991 -1.80341 -2.52451
H -1.12478 -3.82152 5.34774
C 3.23784 -3.84241 -1.69979
H -1.35383 -2.21266 -5.54124
C -2.16462 4.65962 -1.23179
C 4.77976 1.48614 7.10338
H -4.44529 -0.32531 2.97924
H 3.81874 -0.79645 -2.87016
C -0.95109 2.78728 -0.85861
H 0.73410 3.93398 -2.57915
H 1.51876 0.45725 -6.01800
H -4.03965 -0.18021 -3.33089
H -5.05469 0.05928 0.49627
C 3.34539 -2.84234 -0.54910
C -1.24983 -2.80524 5.72050
H -0.98318 -0.27299 -2.35169
H 0.33357 -2.07873 -6.02477
*
```

Calculated values
Electronic energy in Ha: -3728.4427
E_LUMO in eV: 0.586
Kohn-Sham gap in Ha: 0.3055

Entry 2:
ORCA calculation (the ωB97M-V functional and the def2-TZVPD basis) on a cluster of 2 separate species, C3H9N2OS in total.

```
! RIJCOSX wB97M-V def2-TZVPD def2/J DEFGRID3
* xyz 1 1
H 1.97033 0.37067 -0.02924
H 1.04279 -0.66451 -2.44506
H -2.73192 -0.81277 1.36901
O -0.57613 -0.39656 2.57224
H 0.34904 2.54352 1.07159
C -0.00126 -0.39012 -2.17615
C 1.13482 0.94103 0.00169
N 1.11079 1.92237 0.91370
S -0.05162 1.26001 -1.19611
H -1.78530 -1.01160 -0.20358
N -1.82039 -0.72134 0.76193
H -0.48289 -1.20728 -1.63206
H 1.93487 2.15318 1.30260
H 0.29199 -0.33227 2.91339
H -0.59417 -0.19117 -3.09096
C -0.57024 -0.58925 1.26450
*
```

Calculated values
Energy above the lowest of the compared OMol25 structures with the same formula, charge and spin in kJ/mol: 290.1
Electronic energy in Ha: -702.3139
E_LUMO in eV: -4.517
Kohn-Sham gap in Ha: 0.3073

Entry 3:
ORCA calculation (the ωB97M-V functional and the def2-TZVPD basis) on a cluster of 2 separate species, C5H4O3 in total.

```
! RIJCOSX wB97M-V def2-TZVPD def2/J DEFGRID3
* xyz 0 1
H -0.05386 -0.14483 2.21981
C -0.16523 0.77124 1.48364
O 0.62578 -1.31342 -1.38594
C -0.26040 -1.15418 -0.22708
O -0.75877 -2.06098 0.41500
C 0.56643 -0.00102 -1.81717
C -0.23888 0.32370 0.12788
O -0.09486 1.98281 2.16171
H -0.68249 2.87282 1.13853
C 0.23861 1.11270 -1.04367
H 1.15745 -0.09892 -2.66349
H 0.55846 2.18900 -1.36261
*
```

Calculated values
Energy above the lowest of the compared OMol25 structures with the same formula, charge and spin in kJ/mol: 565.6
Electronic energy in Ha: -418.4464
E_LUMO in eV: -1.366
Kohn-Sham gap in Ha: 0.2592

Entry 4:
ORCA calculation (the ωB97M-V functional and the def2-TZVPD basis) on a cluster of 2 separate species, C2H8ClN2O2 in total.

```
! RIJCOSX wB97M-V def2-TZVPD def2/J DEFGRID3
* xyz 1 1
O 2.51516 -1.39679 -0.07081
H -2.40940 1.61628 -0.86208
N -2.19198 0.74550 -0.39278
H 3.11383 -2.18257 -0.09524
Cl 3.58654 -0.30337 -0.85246
C -1.17427 0.85267 0.66985
H -3.07187 0.45986 0.04110
H -1.10396 -0.30592 -1.09755
H 0.37249 -1.30840 -1.28754
H -0.77957 1.92750 0.66640
H 1.83335 -0.43741 0.90204
N -0.07199 -0.59745 -0.79092
H -1.70738 0.76450 1.71931
O 1.03444 0.10475 1.12762
C 0.05460 0.06086 0.32304
*
```

Calculated values
Energy above the lowest of the compared OMol25 structures with the same formula, charge and spin in kJ/mol: 274.9
Electronic energy in Ha: -800.8708
E_LUMO in eV: -4.390
Kohn-Sham gap in Ha: 0.3904

Entry 5:
ORCA calculation (the ωB97M-V functional and the def2-TZVPD basis) on the ion C3H3Cl3N3O2 with charge +1.

```
! RIJCOSX wB97M-V def2-TZVPD def2/J DEFGRID3
* xyz 1 1
O -2.54334 -0.38717 0.23751
C 0.82336 -0.87401 -0.80927
Cl -1.62157 -1.94311 -1.54850
O 1.39057 1.19376 1.99847
H 1.44609 -1.46405 -0.14681
C 1.11112 0.60367 -0.42995
Cl -1.81824 1.24359 2.46238
N -1.41006 -0.18225 0.33161
Cl -0.01640 1.73469 -1.45509
N -0.76073 0.49871 1.24065
C 0.72020 0.82267 1.09983
N -0.54792 -1.19417 -0.48336
H 1.08518 -1.19063 -1.78013
H 2.14174 1.13829 -0.71734
*
```

Calculated values
Energy above the lowest of the compared OMol25 structures with the same formula, charge and spin in kJ/mol: 26.0
SMILES string: O=C1[C@H](Cl)CN(Cl)[N+](=O)N1Cl
Electronic energy in Ha: -1810.9151
E_LUMO in eV: -6.263
Kohn-Sham gap in Ha: 0.3153

Entry 6:
ORCA calculation (the ωB97M-V functional and the def2-TZVPD basis) on a structure of composition C23H30BrGaN3.

```
! RIJCOSX wB97M-V def2-TZVPD def2/J DEFGRID3
* xyz 1 1
C 0.29488 -1.82865 -1.62008
C -4.17614 1.29222 0.55252
C -0.38663 -0.66204 -3.71778
H -3.09599 1.38109 2.43047
H -1.25485 2.65563 1.58350
H 2.33660 -0.66353 -2.82174
N -1.87807 -0.96945 0.84548
H -5.17169 -0.54683 0.10352
Ga -0.56233 0.56259 0.35649
H 3.79996 0.14419 5.71222
H 2.47513 -4.22810 -2.38742
C -3.19199 1.95877 1.51181
N -1.83011 2.12134 0.93180
H -5.16439 1.69073 0.78309
C 2.05320 1.26838 -0.02391
H -0.49586 -2.57957 -1.49648
H -1.33861 -1.82209 0.69195
H 1.97923 -3.75827 -0.75232
H -2.86741 -0.62747 -0.97473
H -1.91324 2.70208 0.09771
H 3.34564 -2.10828 -2.92946
H 4.02034 1.76585 -0.77327
C 4.05205 1.22713 1.28152
H -3.40899 -2.06401 -0.11194
C -0.91697 0.40646 -4.42044
C 1.88253 0.23187 4.73094
C 3.29843 0.85030 2.41979
H 2.94964 -1.42352 -1.33684
C -4.26589 -0.23541 0.62527
N 1.37921 -2.45652 -2.33210
H 0.62469 -1.53272 -0.59380
C -1.24544 1.57378 -2.35581
C 1.88233 0.71807 2.32046
H 1.60774 1.39401 -1.00467
H 1.32230 0.02883 5.63244
C 3.28612 0.31106 4.77621
H 5.12401 1.33298 1.38735
H -3.55769 2.94730 1.79355
H -1.74818 2.38006 -4.28074
H 0.78927 -4.41507 -1.90202
C 3.44487 1.46333 0.09077
C 3.97124 0.63109 3.64588
C 2.56319 -1.62001 -2.35075
Br -0.67428 0.43677 3.68452
H -0.02949 -1.54010 -4.24008
H -1.58090 2.47986 -1.86010
C -0.27873 -0.61786 -2.33034
H -2.11905 -0.98259 1.83457
C -1.34424 1.53543 -3.73911
C 1.23090 0.43675 3.55154
H -3.95951 1.60398 -0.47457
H -0.99045 0.36245 -5.49850
C -3.11678 -1.02060 0.01113
H 5.04835 0.72939 3.66632
C 1.66903 -3.77792 -1.81067
C -0.71951 0.50651 -1.61979
C 1.25854 0.89355 1.03909
H -4.40603 -0.54324 1.66752
*
```

Calculated values
Energy above the lowest of the compared OMol25 structures with the same formula, charge and spin in kJ/mol: 0.0
Electronic energy in Ha: -5557.3289
E_LUMO in eV: -2.390
Kohn-Sham gap in Ha: 0.3159

Entry 7:
ORCA calculation (the ωB97M-V functional and the def2-TZVPD basis) on a cluster of 2 separate species, C26H25N3O in total.

```
! RIJCOSX wB97M-V def2-TZVPD def2/J DEFGRID3
* xyz 0 1
C 4.14853 -0.16679 1.92084
C 1.55252 -0.27310 0.84418
C -4.50083 -2.94466 1.67786
O -1.40448 -1.38179 0.86264
H 0.86720 2.63796 -3.20041
C 3.07710 -0.64670 2.71666
C -3.15869 -2.73275 1.49753
H 3.50873 -2.02364 4.34239
H -5.60182 0.27058 1.79358
C -5.38430 -1.86361 1.75740
H 2.59576 0.16281 -1.04170
H 7.28372 -0.38676 2.15387
C -3.08694 0.41248 -3.45594
C -1.85544 0.61117 -2.63385
C 0.52835 1.41873 -1.44464
H -3.15103 0.69713 1.39659
H 3.08148 -0.41321 4.88484
H -4.87917 -3.96588 1.75062
H -2.82683 0.65409 -5.64197
C -2.82634 1.26897 -4.72508
C 3.59722 -0.95941 4.08705
C -0.88812 2.72978 -5.45205
C 0.16431 -0.10699 0.49274
C 2.70641 0.00943 0.02414
H 6.42160 0.85830 1.20345
H 5.33885 0.23689 4.75873
H 5.75500 -1.41022 4.22611
H 1.39504 1.81517 -0.92637
H 0.98692 -1.05226 2.78897
N 5.27423 -0.07000 2.67283
H -1.36453 3.72377 -5.46859
C 6.54148 0.42596 2.20461
C -1.46546 0.03966 -1.45181
C -6.78200 -2.13310 1.92748
C 5.09241 -0.55262 4.03213
H -3.25429 -0.64044 -3.71942
C 3.98159 0.14857 0.55687
N -1.51426 1.86176 -4.48808
H 6.91238 1.20288 2.89038
H 0.16995 2.85313 -5.18917
H 4.84682 0.49871 -0.02386
N -7.90241 -2.45305 2.06836
H -3.59665 2.05006 -4.84963
H -3.99687 0.76322 -2.94565
H -2.12449 -0.71047 -1.02568
H -0.96336 2.29140 -6.45966
C -2.63793 -1.41684 1.29546
C -4.89429 -0.55203 1.68468
H -2.44616 -3.53559 1.37728
C -0.24890 0.40707 -0.79538
C 0.21649 1.92956 -2.69202
H -0.57285 -0.09591 1.37026
C 1.81427 -0.69693 2.18019
C -3.54011 -0.31268 1.47819
C -0.98982 1.51823 -3.28794
*
```

Calculated values
Energy above the lowest of the compared OMol25 structures with the same formula, charge and spin in kJ/mol: 446.5
Electronic energy in Ha: -1245.1427
E_LUMO in eV: -0.891
Kohn-Sham gap in Ha: 0.2203

Question: Among the records above, which one has the lowest electronic energy?
Answer: C23H30BrGaN3